1.
Below is a cluster of 5 separate species, C20H17Br6N3O6 in total, with properties calculated with the ωB97M-V functional and the def2-TZVPD basis.

Geometry (Å):
C: -0.335 1.824 6.140
Br: 1.254 3.027 6.421
Br: -1.889 2.443 7.121
Br: 0.110 -0.081 6.448
H: -0.655 1.908 5.101
C: -0.322 0.362 1.864
Br: 1.306 0.989 2.921
Br: -1.985 0.953 2.891
Br: -0.297 -1.624 1.498
H: -0.278 0.941 0.942
C: 2.352 -0.682 -0.911
C: 2.417 -0.801 -2.269
C: 3.617 -1.235 -2.775
C: 4.731 -1.506 -1.967
C: 4.552 -1.468 -0.581
C: 3.396 -1.016 -0.057
N: 5.975 -1.981 -2.625
O: 6.168 -1.626 -3.794
O: 6.792 -2.509 -1.918
H: 1.425 -0.308 -0.503
H: 1.583 -0.518 -2.894
H: 3.776 -1.316 -3.840
H: 5.375 -1.640 0.097
H: 3.215 -0.989 1.007
C: 1.806 6.721 -3.225
C: 2.386 5.523 -3.599
C: 2.099 4.374 -2.914
C: 1.177 4.416 -1.882
C: 0.617 5.631 -1.482
C: 0.923 6.786 -2.208
N: 0.747 3.152 -1.157
O: 0.097 3.227 -0.068
O: 1.143 2.100 -1.627
H: 2.022 7.548 -3.885
H: 3.043 5.465 -4.455
H: 2.592 3.452 -3.185
H: -0.100 5.798 -0.692
H: 0.529 7.775 -2.026
C: -4.764 -3.164 2.207
C: -3.797 -3.570 1.303
C: -4.041 -4.549 0.416
C: -5.287 -5.289 0.410
C: -6.246 -4.963 1.390
C: -5.946 -3.950 2.301
N: -5.520 -6.371 -0.576
O: -6.644 -6.714 -0.819
O: -4.560 -6.961 -1.092
H: -4.604 -2.343 2.890
H: -2.785 -3.191 1.288
H: -3.278 -4.942 -0.240
H: -7.248 -5.350 1.507
H: -6.645 -3.761 3.102

Values from the calculation:
- HOMO (spin up / spin down): -11.49 / -11.49 eV
- LUMO level (spin up / spin down): -5.4 / -9.2 eV
- Net charge: +1
- Frontier orbital gap (spin up / spin down): 6.07 / 2.28 eV
- Multiplicity: 2
- E: -458005.9070 eV

***

2.
Below is a cluster of 6 separate species, C8H30N2O6 in total, with properties calculated with the ωB97M-V functional and the def2-TZVPD basis.

Geometry (Å):
C: 3.136 -0.554 -6.822
O: 2.655 0.074 -5.661
C: 2.017 -0.831 -4.782
C: 1.289 -0.049 -3.711
C: 2.245 0.696 -2.757
N: 0.533 -0.985 -2.846
H: 3.829 0.107 -7.343
H: 2.337 -0.679 -7.569
H: 3.574 -1.528 -6.590
H: 1.213 -1.315 -5.371
H: 2.672 -1.664 -4.494
H: 0.569 0.642 -4.140
H: 3.243 0.703 -3.202
H: 2.400 0.212 -1.793
H: 1.915 1.709 -2.535
H: 1.088 -1.451 -2.137
H: 0.124 -1.727 -3.409
C: -1.787 0.946 2.223
O: -2.050 0.897 3.614
C: -3.177 0.176 4.042
C: -3.000 -0.073 5.539
C: -3.256 1.198 6.374
N: -1.683 -0.641 5.814
H: -0.913 1.583 2.123
H: -2.642 1.247 1.612
H: -1.554 -0.077 1.901
H: -4.105 0.742 3.892
H: -3.279 -0.772 3.497
H: -3.768 -0.819 5.773
H: -3.657 0.874 7.339
H: -3.996 1.869 5.936
H: -2.333 1.739 6.571
H: -1.032 -0.072 5.281
H: -1.453 -0.513 6.792
O: 0.516 -0.371 0.407
H: 0.652 -0.970 1.148
H: 1.081 -0.717 -0.299
O: 1.180 2.314 0.418
H: 0.966 1.366 0.363
H: 2.055 2.347 0.812
O: 2.294 -2.194 -0.970
H: 2.209 -2.788 -1.725
H: 2.587 -2.767 -0.253
O: -1.879 0.672 -1.252
H: -1.683 1.372 -0.623
H: -1.132 0.068 -1.184

Values from the calculation:
- HOMO: -9.10 eV
- LUMO level: -0.2 eV
- Net charge: 0
- Relative energy (zero: lowest compared OMol25 entry of this formula, charge and spin): 21.1 kcal/mol
- SMILES string: COC[C@H](C)N.COC[C@H](C)N.O.O.O.O
- Frontier orbital gap: 8.95 eV
- E: -24046.3465 eV